22
Properties=species:S:1:pos:R:3:forces:R:3 method="wB97M-V/def2-TZVPD" fmax_ev_per_a=2.58 de_lowest_kj_mol=79.82 lumo_ev=0.565 e_homo_ha=-0.3132 energy_ev=-29129.5673
S -0.118347 -1.998584 -0.985232 0.4953 0.3823 -0.8140
S 0.391515 -0.097365 -0.461200 -0.6445 -0.3110 0.4002
O 3.677147 2.575202 -1.273836 0.0419 -0.1018 0.3632
C 1.776783 -2.828840 1.131520 0.8446 1.1386 0.0542
C 0.776968 -3.182782 0.051154 -1.1986 -1.6281 1.5978
C -1.160154 0.555946 0.368121 1.3778 0.2273 -0.0331
C -2.715997 2.569684 -0.026069 -0.0012 0.3948 1.7005
C -1.756533 1.549499 -0.603974 -0.5695 0.6690 -1.2136
H -0.787888 0.981062 1.304395 -0.1599 0.3480 -0.1284
H 1.173768 -4.030976 -0.511422 -0.0388 0.5436 -0.6888
H -0.088456 -3.631130 0.564548 0.3039 -0.0928 0.0164
H 3.495630 2.015967 -0.510967 0.1481 0.1107 0.1537
H -3.354940 2.126430 0.747823 -0.2606 -0.0725 -0.3703
H -2.185503 3.349759 0.544515 0.2032 -0.2544 -0.2028
H -1.036865 2.129330 -1.199588 0.4833 -0.3362 0.5776
H -1.839446 -0.242800 0.657764 0.0812 -0.1751 -0.3381
H 2.782335 -3.173474 0.886075 -0.0420 0.0167 -0.1530
H 1.861884 -1.743257 1.262368 -0.0783 -0.1061 -0.0127
H -3.321750 3.136996 -0.722527 -0.1233 -0.3397 -0.4243
H 3.107854 2.186748 -1.934159 -0.2276 -0.0374 -0.5107
H 1.557985 -3.232744 2.118162 -0.3549 -0.1478 -0.1309
H -2.235990 0.985331 -1.407470 -0.2799 -0.2281 0.1571

44
Properties=species:S:1:pos:R:3:forces:R:3 method="wB97M-V/def2-TZVPD" fmax_ev_per_a=1.75 de_lowest_kj_mol=7.11 lumo_ev=0.328 e_homo_ha=-0.3068 energy_ev=-58905.0359
S 0.266570 -0.729677 3.897760 0.2126 -0.0262 -0.3109
S 1.853681 0.798826 -0.988138 0.1188 0.1124 -0.1846
S -1.522448 -0.023959 -1.766532 0.3665 -0.9595 -0.5655
O 1.568423 1.995824 -4.451267 0.1397 0.1715 -0.1121
N 0.441729 0.209861 -3.714079 0.2306 -0.1090 -0.8474
N -0.169472 1.816717 0.360474 0.1618 0.1744 -0.0580
N -0.935475 -2.493670 -2.000915 -0.7398 -1.1374 0.7097
N -0.113976 -1.877151 -2.833253 1.1977 0.6345 -1.1077
N -0.923994 1.252386 2.510952 -0.4269 0.1285 0.4379
C 0.025793 0.334292 2.558881 0.4342 -0.1607 -0.4021
C 2.895352 -1.487416 0.898297 -0.0281 -0.0333 0.0481
C 1.839672 -0.998114 1.831903 0.0904 -0.3176 0.3552
C -2.269019 -1.806961 1.063449 -0.1258 -0.0755 -0.1100
C -2.095774 2.956466 1.265093 -0.1471 -0.0415 -0.0069
C -1.733623 -1.724812 -1.358870 -0.2351 0.8592 -0.1067
C 1.590434 -1.520538 3.061380 -0.2382 0.3665 -0.2082
C -0.246555 -0.594994 -2.844607 -0.9569 0.1732 0.9692
C -0.992535 1.956974 1.397516 0.0811 0.0280 0.2121
C 2.293572 -2.645098 3.738840 0.0461 -0.0309 -0.0275
C 0.789928 0.913016 0.409229 -0.0440 0.0819 -0.0113
C 1.045769 1.431011 -3.522710 -0.0434 -0.0653 0.1814
C 1.053545 1.984634 -2.121462 0.3138 -0.0469 0.3577
C -3.383715 2.258466 0.823249 0.1108 0.1480 0.0676
C 0.951223 0.076502 1.522100 -0.6163 0.4009 0.3278
C -2.719261 -2.177986 -0.350061 -0.0319 0.0118 0.3532
H -3.675481 1.513664 1.559885 -0.0634 -0.0879 0.0473
H -1.806740 3.706185 0.528640 0.0165 0.0266 0.0760
H -2.811676 -3.261044 -0.441408 -0.0374 0.0624 -0.1021
H -1.298843 -2.249497 1.278917 0.1102 -0.0049 0.0563
H -2.986840 -2.173030 1.792170 -0.0470 0.0004 0.1320
H 1.855878 -2.823815 4.717045 0.0654 -0.1224 0.0897
H 1.626687 2.911396 -2.117818 -0.1848 -0.0626 -0.1013
H -3.688935 -1.719356 -0.556498 -0.0276 -0.1119 -0.0260
H 3.350793 -2.414317 3.868349 0.0422 -0.0462 0.0600
H 2.214074 -3.558619 3.149923 0.0121 -0.0730 0.0428
H 0.666551 -0.226092 -4.602320 -0.0373 0.1215 0.1084
H -3.238408 1.766090 -0.136311 -0.0498 -0.0422 -0.0943
H -4.186430 2.984272 0.722929 -0.1258 0.0041 -0.0393
H -2.192954 -0.727193 1.169126 0.0265 0.0928 0.0807
H -2.254325 3.431187 2.233234 0.0308 0.0590 -0.0292
H 2.441882 -1.858890 -0.020064 0.0582 -0.0866 -0.0811
H 3.471820 -2.286849 1.353202 0.0981 -0.0678 -0.0227
H 3.567752 -0.674181 0.629748 0.1461 -0.0382 -0.0282
H 0.056843 2.162223 -1.709919 0.0965 0.0900 -0.1298

7
Properties=species:S:1:pos:R:3:forces:R:3 method="wB97M-V/def2-TZVPD" fmax_ev_per_a=5.55 lumo_ev="-0.388 / -4.481" spin_multiplicity=3 e_homo_ha="-0.2504 / -0.3624" energy_ev=-22832.2396
I 0.642725 -2.027166 -1.014692 0.6968 0.5724 0.2788
I 1.850048 0.463668 1.372985 2.7197 0.7692 3.0811
O -1.596632 -0.717607 0.416011 0.0563 -0.3702 0.4591
O -1.150485 1.371430 0.311965 0.1829 1.1961 0.4533
N -0.835815 0.202426 0.198362 -0.7623 -0.5631 -0.3718
C 0.548691 0.005097 -0.232562 -3.9071 -1.8187 -3.4955
H 0.541468 0.702152 -1.052068 1.0136 0.2144 -0.4050

72
Properties=species:S:1:pos:R:3:forces:R:3 method="wB97M-V/def2-TZVPD" fmax_ev_per_a=3.07 de_lowest_kj_mol=443.45 lumo_ev="-0.403 / -0.658" spin_multiplicity=5 e_homo_ha="-0.1666 / -0.1658" energy_ev=-77143.2216
Cr 1.223995 1.967282 2.164751 1.0152 0.1948 -1.3784
P -3.913987 -0.247376 -1.751042 -0.4116 -0.9089 0.7608
P -1.906836 -3.141289 0.199633 0.0025 -0.3964 -0.7310
N 3.069355 1.629712 1.372048 -0.7168 -0.0335 0.1136
C 4.022937 -1.761219 2.362633 0.2906 0.0724 0.1891
C 3.266671 -0.733293 1.809562 0.4420 -0.0336 0.2759
C -4.321723 0.090888 -3.453993 -0.4276 -0.0704 -0.5525
C -0.451845 0.471875 -2.192202 0.6414 -0.7440 -0.4538
C 3.718473 2.823558 0.995533 0.0830 0.3373 0.4311
C -0.096459 -1.710392 -0.987178 1.6852 -2.0642 1.4852
C -0.663537 -1.833341 0.360744 1.3551 2.7143 -0.4447
C -1.230573 -4.301051 -1.023570 -0.0426 -0.4274 0.0418
C -1.623036 1.294960 -1.901201 -0.9271 1.3642 1.2477
C 4.688213 4.274230 -0.682453 0.1843 -0.1193 0.4427
C 3.871240 3.837356 1.962228 0.1184 0.0187 -0.9425
C 4.417378 5.063768 1.584019 0.1316 0.0391 0.3769
C 4.819385 5.294939 0.271380 -0.0022 0.1096 -0.3918
C 3.866276 0.526134 1.600097 0.0343 0.0404 0.2457
C -2.436174 0.062059 0.393514 -0.6021 0.2680 0.7108
C -3.654828 -2.856804 -0.339238 -0.5938 -0.2936 -0.0946
C -1.094450 -0.408932 0.926843 0.1814 -0.6025 1.1687
C 5.267112 0.633966 1.758832 0.1003 -0.2181 0.3400
C -2.042997 -4.059681 1.741082 -0.5161 -0.7522 0.4924
C -5.401768 0.143695 -0.811830 -0.9678 -0.2195 -0.4629
C -3.948621 -2.104398 -1.663534 -0.7642 -0.4975 -0.3896
C 4.190507 3.021554 -0.308233 -0.1315 0.3677 -0.1995
C 5.987370 -0.378576 2.391840 -0.3602 -0.0180 -0.2653
C 0.505501 3.439933 0.864643 -0.2574 -0.1072 0.1679
C 5.370716 -1.581002 2.724395 -0.3683 -0.1523 -0.0865
C -2.596007 0.918388 -0.899690 0.7624 0.6633 -1.0153
C -0.829667 -1.045358 -2.015898 -0.4319 1.1659 -1.0070
H -1.221294 -0.477787 2.026752 -0.0330 -0.1168 -0.0503
H 4.566466 5.830886 2.348020 -0.1051 -0.1320 -0.2969
H 4.123523 2.207105 -1.042465 -0.0947 0.3781 0.3980
H 5.237061 6.273222 -0.022885 -0.2797 -0.6301 0.2182
H -3.290655 1.759902 -0.697795 0.5413 -0.2568 -0.0437
H -2.322774 -5.107591 1.543570 0.0539 0.3337 0.2198
H -3.349310 -2.524324 -2.486844 -0.1212 0.2650 0.2684
H -5.440296 -0.387231 0.146516 0.0848 0.2021 -0.1989
H 7.029208 -0.215166 2.655250 -0.0850 -0.0224 -0.1968
H -3.744766 -0.543078 -4.140102 -0.0097 0.2825 0.2314
H -5.390870 -0.137456 -3.582557 0.3029 0.0634 -0.1122
H -2.977540 -0.890142 0.244715 0.0826 0.7073 0.3785
H -0.753742 -1.583394 -2.984758 -0.0391 0.3278 -0.0620
H 3.554535 -2.720915 2.544869 -0.0290 -0.0257 0.0191
H 5.776185 1.546785 1.467219 -0.1387 -0.0300 0.2081
H -5.007182 -2.307565 -1.916633 0.3209 -0.3011 0.0646
H -0.502895 3.087369 0.554945 0.3397 0.3366 0.1210
H 5.003302 4.449092 -1.711426 -0.0638 -0.0617 0.2537
H -6.237474 -0.186070 -1.443129 -0.2414 0.1616 0.4579
H 2.210809 -0.868751 1.559940 0.2419 -0.0033 0.0234
H -0.085152 0.597930 -3.225118 -0.1892 0.1608 0.1353
H -2.800396 -3.606709 2.395386 0.1737 -0.0848 -0.1556
H 1.104221 3.564645 -0.056054 -0.1146 -0.2687 0.4939
H -4.091741 -3.873748 -0.460936 0.3464 0.4314 0.0973
H 0.450001 4.431098 1.357582 -0.1267 -0.4411 -0.1524
H -0.149931 -4.415139 -0.863612 -0.3535 0.2617 0.0238
H -0.243982 0.299108 0.792404 -0.5307 -0.5372 -0.4630
H 0.421307 0.756045 -1.553958 -0.2011 -0.6174 -0.1802
H 3.560064 3.634165 2.988251 0.0920 0.1096 -0.2305
H -4.145162 1.147268 -3.694702 0.1610 -0.2384 0.1466
H 5.927012 -2.367021 3.243903 -0.2619 0.2444 -0.2746
H -2.993191 0.563667 1.225985 0.4113 -0.1248 -0.6638
H -1.083468 -4.042772 2.274473 -0.2028 0.0039 -0.2640
H -1.916824 -1.105659 -1.758299 0.8288 0.0697 -0.3290
H -1.367708 -3.931389 -2.050173 0.0549 0.0393 0.4599
H 0.030761 -2.268924 1.109058 -0.0887 -0.0047 -0.5129
H -1.704472 -5.288848 -0.927940 -0.1785 0.1085 0.0508
H -5.470139 1.225150 -0.654530 -0.0337 -0.2279 0.0413
H 0.982427 -1.813828 -1.114898 -0.2234 -0.1454 0.2002
H -4.210481 -2.402782 0.500863 0.2827 -0.1859 -0.2560
H -1.548053 2.361267 -2.044606 -0.0800 0.2719 -0.1432

23
Properties=species:S:1:pos:R:3:forces:R:3 method="wB97M-V/def2-TZVPD" fmax_ev_per_a=3.44 de_lowest_kj_mol=191.46 lumo_ev=0.707 e_homo_ha=-0.3285 energy_ev=-12022.2340
O 2.287998 1.466875 1.974478 -0.0849 0.4760 0.2257
O 0.459356 -2.562440 -1.977895 0.9799 -0.4333 -0.1578
O -2.429526 -1.112490 0.483928 -0.4368 -0.4246 -0.0865
N -0.564947 1.378232 -0.156298 0.6699 -2.0416 0.0588
C -0.958798 1.030417 -1.528790 0.2803 -0.1640 0.3781
C 0.668625 -0.758533 0.248896 -1.0408 0.3233 -1.9975
C 0.724147 0.769142 0.274796 -1.5540 0.3653 3.0488
C 0.885037 1.204291 1.768449 1.1285 0.7281 0.4644
H 0.458518 -1.310457 1.152688 0.7583 0.2661 0.7052
H -2.411091 -1.494396 1.376699 0.2407 0.6577 -0.4690
H -1.139274 1.978273 -2.051581 -0.2385 -0.7800 -0.4608
H 1.609595 1.196496 -0.204895 -0.1914 -0.1733 -0.3307
H -0.231306 0.360832 -2.007188 0.7543 1.0276 -0.1662
H -0.261535 -1.002905 -0.279047 0.5294 -0.1209 -0.2230
H -0.440350 -2.257684 -2.031785 -0.5842 -0.2252 -0.1816
H -1.756195 0.277620 -1.551607 -0.8987 0.9243 0.1009
H 2.721357 0.622029 2.122150 -0.0049 0.0003 -0.0002
H -0.627905 2.338251 0.131122 -0.0159 0.2297 -0.5001
H 1.462740 -1.146623 -0.373948 0.1845 -0.4522 0.3709
H 0.558656 -3.400983 -2.448909 -0.4376 0.3471 0.0442
H -1.945150 -0.272199 0.437139 -0.0339 -0.0240 0.6834
H 0.308191 2.115025 1.997793 0.5393 0.1648 -0.4046
H 0.621858 0.581225 2.643805 -0.5437 -0.6711 -1.1024